#i
Density functional theory data (wB97M-V/def2-TZVPD) for 2 unconnected molecules or ions with the total composition C3H6NP.

Summary:
* E_HOMO: -9.9 eV
* structure (SMILES): C/C=P\C#N.[H][H]
* lowest unoccupied orbital energy: -0.564 eV

Element x y z (Å)
1 H -1.32 1.35 -0.53
2 C 1.85 0.64 0.35
3 H -0.80 -2.07 3.40
4 C -0.33 -0.52 -0.77
5 H -0.93 -1.41 -0.99
6 H -0.62 -1.67 2.77
7 H 0.37 1.45 -1.58
8 N 2.50 1.52 0.70
9 P 1.03 -0.90 0.12
10 H -1.17 0.72 -2.19
11 C -0.58 0.90 -1.28

#ii
Density functional theory data (wB97M-V/def2-TZVPD) for 2 unconnected molecules or ions with the total composition C3H6NP.

Summary:
* E_HOMO: -7.4 eV
* lowest unoccupied orbital energy: -0.260 eV

Element x y z (Å)
1 H -3.30 0.01 1.22
2 N 3.27 0.03 0.01
3 C -1.81 -0.05 -0.27
4 H 1.83 -1.20 0.56
5 C -2.76 0.57 0.47
6 H -2.92 1.58 0.28
7 H 1.74 -0.57 -1.20
8 P 4.51 0.87 0.14
9 H -1.48 -1.12 0.04
10 H -1.22 0.36 -1.06
11 C 2.13 -0.47 -0.18

Stability, lowest: #ii

#i
Density functional theory data (wB97M-V/def2-TZVPD) for 2 unconnected molecules or ions with the total composition C2H5NO4.

Summary:
* E_HOMO (alpha / beta): -10.2 / -10.2 eV
* lowest unoccupied orbital energy (alpha / beta): -1.566 / -1.567 eV

Element x y z (Å)
1 H 1.22 -0.56 -1.17
2 O 0.27 0.71 0.18
3 H 0.04 -1.26 0.98
4 C -0.43 -0.31 1.29
5 H 2.15 -0.15 0.27
6 C 1.44 0.24 -0.47
7 N -1.48 0.14 -0.86
8 O -1.18 -0.86 -1.42
9 H 1.91 1.08 -0.99
10 O -1.69 -0.20 1.04
11 H -0.09 0.13 2.24
12 O -2.17 1.05 -1.09

#ii
Density functional theory data (wB97M-V/def2-TZVPD) for 2 unconnected molecules or ions with the total composition C2H5NO4.

Summary:
* E_HOMO (alpha / beta): -9.8 / -9.7 eV
* lowest unoccupied orbital energy (alpha / beta): -1.459 / -1.464 eV

Element x y z (Å)
1 C 1.07 -0.17 -0.22
2 O 2.06 0.25 0.65
3 O 1.66 -0.31 -1.45
4 N -1.10 0.03 0.98
5 H -3.04 -0.23 0.96
6 H 1.15 -0.95 -1.96
7 O 0.31 -1.14 0.21
8 H 0.43 1.82 0.06
9 C -2.14 -0.17 0.33
10 O 0.06 1.04 -0.37
11 H -2.20 -0.31 -0.74
12 H 1.77 0.14 1.56

Stability, lowest: #i

#i
Density functional theory data (wB97M-V/def2-TZVPD) for 2 unconnected molecules or ions with the total composition C4H11NO3.

Summary:
* E_HOMO: -8.6 eV
* structure (SMILES): CN[C@@H](C=O)CO.O
* lowest unoccupied orbital energy: 0.618 eV

Element x y z (Å)
1 N -0.19 1.20 -0.37
2 H 1.29 -0.61 0.92
3 H 4.19 -3.38 -5.02
4 H 4.26 -2.31 -3.83
5 C -0.21 0.83 1.04
6 C -1.56 1.22 1.65
7 C -1.04 0.34 -1.24
8 O -2.38 1.89 1.09
9 O 0.17 -1.06 2.55
10 H -0.41 -0.46 -1.62
11 H -0.51 -1.30 0.68
12 H -1.44 0.90 -2.07
13 H -1.76 0.91 2.70
14 O 3.75 -2.68 -4.56
15 H -1.80 -0.09 -0.58
16 H -0.27 2.17 -0.62
17 H 0.61 1.41 1.52
18 H 1.02 -1.38 2.77
19 C 0.21 -0.65 1.16

#ii
Density functional theory data (wB97M-V/def2-TZVPD) for 3 unconnected molecules or ions with the total composition C4H11NO3.

Summary:
* E_HOMO: -9.7 eV
* structure (SMILES): CC(N)=O.C=O.CO
* lowest unoccupied orbital energy: 0.537 eV

Element x y z (Å)
1 H -2.46 -2.17 -1.44
2 C -1.71 -1.43 -1.13
3 H 0.38 -3.06 2.64
4 O -1.32 1.70 -0.55
5 H 1.76 1.12 -0.78
6 H 0.47 -0.02 -0.94
7 H -2.11 -0.45 -0.84
8 N 0.79 0.91 -0.69
9 H -0.28 3.94 0.10
10 H -0.90 -1.44 1.01
11 O -0.59 -1.51 -1.63
12 H 1.41 -1.68 2.10
13 C 0.81 -2.54 1.77
14 H 0.80 3.67 -1.26
15 O -0.18 -2.20 0.84
16 C -0.12 1.90 -0.52
17 C 0.47 3.27 -0.31
18 H 1.46 -3.25 1.25
19 H 1.32 3.24 0.38

#iii
Density functional theory data (wB97M-V/def2-TZVPD) for 2 unconnected molecules or ions with the total composition C4H11NO3.

Summary:
* E_HOMO: -9.7 eV
* structure (SMILES): O=CNCCCO.O
* lowest unoccupied orbital energy: 0.333 eV

Element x y z (Å)
1 C -1.39 -0.65 0.92
2 H 2.02 -0.23 -2.55
3 H -1.18 5.14 0.92
4 H 0.73 -0.03 1.21
5 C 0.59 -1.01 -0.64
6 N 2.03 -1.02 -0.68
7 O -2.14 5.15 0.98
8 H 0.41 -1.69 1.39
9 H -2.85 -1.88 0.57
10 C 2.68 -0.72 -1.82
11 H 0.18 -0.24 -1.30
12 H -1.68 -0.06 0.05
13 O 3.84 -0.97 -2.08
14 O -1.98 -1.94 0.99
15 H -1.55 -0.11 1.85
16 C 0.12 -0.83 0.78
17 H 0.15 -1.96 -0.97
18 H 2.45 -1.51 0.10
19 H -2.42 4.56 0.27

#iv
Density functional theory data (wB97M-V/def2-TZVPD) for 2 unconnected molecules or ions with the total composition C4H11NO3.

Summary:
* E_HOMO: -8.9 eV
* lowest unoccupied orbital energy: 0.811 eV

Element x y z (Å)
1 H 2.18 -1.63 -0.55
2 O 0.46 0.81 0.50
3 C -1.58 0.72 -1.03
4 H -1.73 0.43 1.74
5 H -2.52 0.31 -1.43
6 O 1.72 0.57 -1.43
7 H -0.90 0.91 -1.85
8 H 1.04 -1.83 0.64
9 H -0.84 -1.25 -0.65
10 H 2.42 1.08 1.44
11 O 2.72 0.64 0.64
12 H -0.93 -1.14 1.84
13 C 1.53 0.26 -0.05
14 H 1.89 1.52 -1.48
15 C -0.98 -0.31 -0.12
16 N 1.41 -1.19 -0.05
17 H -1.77 1.64 -0.50
18 H -2.54 -1.03 1.10
19 C -1.58 -0.52 1.23

Stability, lowest: #iv